Entry w
Below is C4H12N4O as an isolated structure, with properties calculated with ωB97M-V with the def2-TZVPD basis set.

## Properties
Kohn-Sham gap = 9.40 eV
LUMO = 0.788 eV

CARTESIAN COORDINATES (ANGSTROEM)
1 O 1.23015 0.13667 -0.76185
2 N -0.56992 -1.79135 -0.20130
3 N 0.05186 0.27331 1.33572
4 N 1.50622 -1.75710 0.84395
5 N -2.02051 0.71935 2.19287
6 C 1.51065 -0.11079 -2.09679
7 C 0.40850 -1.13674 0.25577
8 C -1.25148 0.85038 1.20046
9 C -1.48344 1.57774 -0.09231
10 H 0.77434 0.83934 0.85257
11 H -1.19908 0.96670 -0.94781
12 H 0.25256 0.00094 2.29344
13 H 2.37107 -1.52308 0.37135
14 H 2.59085 -0.24851 -2.26481
15 H -0.85333 2.46795 -0.14452
16 H 1.19050 0.74151 -2.71731
17 H 1.35298 -2.75512 0.89664
18 H -2.53305 1.84916 -0.19087
19 H 0.98919 -1.01876 -2.44561
20 H -2.91755 1.17688 2.04495
21 H -1.40051 -1.25845 -0.42453

Atomic partial charges in e from the natural (NBO) method, atoms 1 to 2: -0.79 -0.83

=====

Entry x
Below is a 2-piece molecular cluster, C4H12N4O overall, with properties calculated with ωB97M-V with the def2-TZVPD basis set.

## Properties
Kohn-Sham gap = 8.92 eV
LUMO = 0.775 eV
structure (SMILES) = C=CN(C)O.N=C(N)N

CARTESIAN COORDINATES (ANGSTROEM)
1 O -0.12086 -0.46978 -1.88760
2 N 2.09678 0.73179 -0.62506
3 N 0.88991 0.72815 1.54649
4 N 0.26932 2.16744 -0.60148
5 N -0.50254 -0.27960 -0.53414
6 C -1.91401 0.06487 -0.51541
7 C -0.10062 -1.37492 0.37110
8 C 0.89793 1.19834 -0.07194
9 C -0.93450 -2.32435 0.84164
10 H -0.56980 -3.33000 0.97030
11 H -2.39190 0.07019 -1.49466
12 H 2.28260 -0.25504 -0.52234
13 H -2.68081 -0.49185 0.02735
14 H 0.55332 3.07950 -0.26278
15 H 1.73762 0.46931 2.03584
16 H 0.87773 -1.72434 0.06034
17 H -2.21020 1.03581 -0.12760
18 H 0.34342 1.36608 2.11140
19 H -1.96921 -2.14574 1.08376
20 H 2.94426 1.20540 -0.34701
21 H 0.50156 0.27875 -2.05821

Atomic partial charges in e from the natural (NBO) method, atoms 1 to 2: -0.56 -0.93

=====

Winner for stability: entry w